C4H6O | ωB97M-V with the def2-TZVPD basis set

Cartesian coordinates (Å):
C  2.8249  -0.5358  -0.1247
C  1.7729  0.0867  0.0478
C  0.2683  0.4477  -0.1804
O  -0.4986  -0.6922  -0.3136
C  -1.8325  -0.3515  0.0185
H  3.8103  -0.6534  0.2393
H  0.0164  0.9688  0.6398
H  0.0049  1.1225  -1.0218
H  -1.7237  0.2095  1.0035
H  -2.4456  -1.1567  0.2366
H  -2.1973  0.5544  -0.5450

Results
Energy above the lowest of the compared OMol25 structures with the same formula, charge and spin ... 74.4 kcal/mol
Spin multiplicity ... 1



C3H8O2S | ωB97M-V with the def2-TZVPD basis set

Cartesian coordinates (Å):
O  -2.2999  -0.5296  -0.2313
C  -0.7865  -0.7642  -0.3966
C  -0.2671  0.2825  0.4807
O  -0.2383  1.4128  -0.3683
C  1.0814  -0.1207  1.0101
S  2.2230  -0.3520  -0.5206
H  -2.3406  0.2870  -0.9662
H  -0.4240  -1.9151  0.0020
H  -0.3038  -0.7201  -1.5669
H  -0.9860  0.4617  1.3161
H  -0.0329  1.2287  -1.4364
H  0.8159  -1.1855  1.3633
H  1.4306  0.6346  1.8108
H  2.1282  1.2799  -0.4967

Results
Energy above the lowest of the compared OMol25 structures with the same formula, charge and spin ... 102.8 kcal/mol
Spin multiplicity ... 1



C15H7F3N5O6 | ωB97M-V with the def2-TZVPD basis set

Cartesian coordinates (Å):
F  -3.1462  5.5451  0.0175
C  -2.4772  5.0878  1.1183
F  -1.8751  6.1676  1.6999
F  -3.4273  4.6350  2.0015
C  -1.4949  4.0013  0.7779
C  -0.3899  3.7895  1.5992
C  0.4589  2.7193  1.3320
C  0.2099  1.8691  0.2401
C  1.0027  0.6352  -0.0338
C  1.5634  0.6639  -1.3563
N  2.1198  0.6458  -2.3820
C  -0.8704  2.1508  -0.6038
C  -1.7429  3.1958  -0.3263
H  -0.2029  4.4510  2.4412
H  1.3218  2.5233  1.9723
H  1.7746  0.4879  0.7315
H  -1.0466  1.5329  -1.4841
H  -2.6019  3.3729  -0.9667
O  1.7233  -5.9574  -2.0822
N  1.5316  -5.5776  -0.9140
O  1.8063  -6.2853  0.0823
C  0.9910  -4.2621  -0.6286
C  0.9913  -3.7898  0.6885
C  0.6442  -2.4442  0.9659
N  0.5843  -1.9909  2.3439
O  0.8111  -2.8062  3.2617
O  0.2877  -0.7904  2.5633
C  0.3220  -1.5285  -0.0433
C  0.1465  -2.0504  -1.2998
N  -0.3255  -1.4516  -2.4868
O  -0.8076  -0.3529  -2.7203
O  -0.1554  -2.3913  -3.4939
N  0.3539  -3.5760  -2.9989
C  0.4977  -3.3668  -1.6687
H  1.2772  -4.4478  1.5042
H  0.1443  -0.4051  0.1484

Results
Energy above the lowest of the compared OMol25 structures with the same formula, charge and spin ... 29.4 kcal/mol
Spin multiplicity ... 1
Net charge ... -1



C4H9O2PS | ωB97M-V with the def2-TZVPD basis set

Cartesian coordinates (Å):
C  -2.0998  -0.8013  1.2340
C  -0.9418  -0.3589  0.7592
P  0.2524  -1.0129  -0.3497
S  1.0275  -2.7644  0.7391
O  1.4772  0.0477  0.0570
C  2.6995  -0.1206  -0.6182
H  -2.5982  -0.1291  1.9234
H  -2.6141  -1.8018  1.2465
H  -0.6598  0.6448  1.1020
H  1.6877  -3.0636  -0.2622
H  3.3191  0.7623  -0.3453
H  2.5805  0.0394  -1.6137
H  3.1792  -0.9832  -0.3568
C  -1.7675  2.4599  -0.8863
O  -2.4065  2.3378  -1.9116
H  -0.8773  1.9208  -0.7205
H  -2.2582  2.8231  0.0030

Results
Energy above the lowest of the compared OMol25 structures with the same formula, charge and spin ... 55.5 kcal/mol
Spin multiplicity ... 1



C4H2Br4S | ωB97M-V with the def2-TZVPD basis set

Cartesian coordinates (Å):
Br  0.0520  -1.7664  1.3919
C  -1.0243  -1.2459  -0.0815
C  -0.5172  -0.8389  -1.2346
Br  -1.5127  -0.5928  -2.8218
H  -2.1327  -1.2953  -0.1000
H  0.4891  -0.8804  -1.3720
Br  -2.0260  1.8429  1.4988
C  -0.2977  1.6857  0.9656
C  0.9185  1.5348  0.9306
S  2.5617  1.7418  0.7215
Br  3.4892  -0.1854  0.1014

Results
Spin multiplicity ... 1



C25H32F4N3O6PS2Ti | ωB97M-V with the def2-TZVPD basis set

Cartesian coordinates (Å):
Ti  -0.0868  0.1616  0.0321
C  -4.2993  1.5953  1.6956
C  -3.3190  2.6966  2.0772
N  -2.3893  3.0803  1.0106
C  -3.0584  3.9862  0.0729
C  -2.1618  4.5784  -1.0097
C  -1.1334  3.6156  1.5309
C  0.1428  2.8842  1.0489
N  0.0827  1.4582  1.3846
C  0.6216  1.0429  2.5970
C  -0.0850  0.1032  3.3775
F  -1.3398  -0.1975  3.0155
C  0.4130  -0.4306  4.5439
F  -0.3211  -1.3055  5.2359
C  1.6454  -0.0405  5.0275
C  2.3382  0.9138  4.3146
F  3.5273  1.3294  4.7640
C  1.8482  1.4543  3.1416
F  2.6161  2.3450  2.5000
H  -4.9231  1.3498  2.5565
H  -4.9522  1.8941  0.8739
H  -3.7475  0.7075  1.4128
H  -3.8926  3.5772  2.4102
H  -2.7379  2.3410  2.9283
H  -3.8553  3.4142  -0.4095
H  -3.5401  4.8131  0.6234
H  -1.5241  3.8250  -1.4647
H  -2.7912  4.9962  -1.7953
H  -1.5358  5.3849  -0.6287
H  -1.0286  4.6697  1.2628
H  -1.1425  3.5705  2.6234
H  0.2425  2.9904  -0.0270
H  0.9904  3.3766  1.5199
H  2.0471  -0.4490  5.9427
O  -1.2979  -3.3976  1.2587
C  -1.2202  -2.3070  0.7620
O  -0.2070  -1.4757  0.8455
C  -2.2756  -1.7312  -0.1715
C  -3.3672  -2.3556  -0.7397
C  -4.0330  -1.6911  -1.7671
C  -3.5586  -0.4744  -2.2481
C  -2.4507  0.0725  -1.6315
N  -1.8903  -0.5313  -0.5921
C  -1.5499  1.1949  -2.1292
O  -1.7960  1.8308  -3.1189
O  -0.4844  1.2820  -1.3723
H  -3.6613  -3.3417  -0.4097
H  -4.8900  -2.1569  -2.2350
H  -4.0000  0.0211  -3.1012
C  4.9509  -1.7910  -3.5177
C  3.7361  -0.9214  -3.7974
C  2.7251  -1.6138  -4.6939
O  3.1436  -0.4497  -2.5612
P  2.2209  -1.1708  -1.4976
S  2.3514  0.1268  0.0503
S  0.3758  -1.5245  -2.1605
O  3.0629  -2.5035  -1.2413
C  2.9016  -3.6606  -0.3716
C  1.7088  -4.5194  -0.7554
C  2.8890  -3.2774  1.0971
H  5.5014  -1.9491  -4.4456
H  4.6480  -2.7565  -3.1169
H  5.6046  -1.3030  -2.7950
H  4.0634  0.0086  -4.2641
H  2.3934  -2.5489  -4.2404
H  3.1893  -1.8331  -5.6558
H  1.8546  -0.9790  -4.8537
H  3.8184  -4.2148  -0.5813
H  0.7775  -4.0178  -0.5115
H  1.7503  -5.4525  -0.1924
H  1.7159  -4.7466  -1.8220
H  1.9719  -2.7534  1.3481
H  3.7386  -2.6377  1.3366
H  2.9382  -4.1821  1.7038

Results
Energy above the lowest of the compared OMol25 structures with the same formula, charge and spin ... 24.0 kcal/mol
Spin multiplicity ... 1



C4H11NO2 | ωB97M-V with the def2-TZVPD basis set

Cartesian coordinates (Å):
C  -1.3923  1.6422  1.1316
N  -1.3469  0.1857  1.0692
C  -0.3224  -0.2709  0.1094
C  -0.4644  -1.7733  -0.1743
C  0.2103  -2.0674  -1.4666
O  1.2197  -1.4006  -1.7321
H  -2.2585  1.9870  1.8598
H  -0.4670  2.2942  1.3293
H  -1.6445  1.9767  0.1445
H  -1.0890  -0.2485  2.0686
H  -0.3984  0.3895  -0.7598
H  0.7613  -0.0852  0.4818
H  -1.5529  -2.0149  -0.4259
H  0.0237  -2.4338  0.5592
H  -0.0454  -2.9577  -2.1254
O  2.8814  1.7743  -0.3507
H  2.2370  1.7200  -1.0608
H  3.6482  1.2827  -0.6578

Results
Energy above the lowest of the compared OMol25 structures with the same formula, charge and spin ... 56.1 kcal/mol
Spin multiplicity ... 1



E_tot across the listed records, respectively: -231.10511, -667.61714, -1600.29950, -1047.74407, -10847.73881, -3974.46558, -364.17875 a.u..
Kohn-Sham gap across the listed records, respectively: 10.943, 9.638, 5.249, 9.178, 7.773, 7.603, 9.741 eV.